Here is a molecular structure, C4H4Cl2FeO4Tl at a distorted geometry from the OMol25 dataset. Energies are from ωB97M-V/def2-TZVPD.

## Properties
**Energy above the lowest of the compared OMol25 structures with the same formula, charge and spin**: 49.96 kcal/mol
**LUMO (alpha / beta)**: -18.9848 / -21.1662 eV
**<S²>**: 8.764
**F_max**: 16.2 eV/A
**Kohn-Sham gap (alpha / beta)**: 8.826 / 6.525 eV

Structure (ORCA input):
```
! RIJCOSX wB97M-V def2-TZVPD def2/J DEFGRID3
* xyz 4 6
Tl -0.15346 -0.37990 -2.35052
Fe 0.43858 0.08311 0.52431
Cl -0.81424 -1.76102 -0.51065
Cl -0.70155 1.54534 -0.98307
C 1.42330 1.49167 1.23078
C 0.36003 -1.95477 -3.40976
C 0.44416 0.74931 -3.84470
O 2.00088 2.36331 1.67184
O 0.68474 -2.91058 -4.03107
O 0.82069 1.44042 -4.73450
C -0.96011 0.21327 2.86356
O -0.49831 -0.83060 1.97873
H -1.40798 0.99720 2.25378
H -0.09780 0.58633 3.41418
H -1.69602 -0.24998 3.50651
H 0.15709 -1.38311 2.42057
*
```